Record 1
Here is a 5-piece molecular cluster, H10O5 overall at a distorted geometry from OMol25. Energies are from the ωB97M-V functional and the def2-TZVPD basis.

Calculated values
Energy (eV): -10398.584
HOMO (eV): -11.4934
Orbital gap (eV): 11.715
Energy above the lowest of the compared OMol25 structures with the same formula, charge and spin (eV): 2.265

```
15
H10O5 (the ωB97M-V functional and the def2-TZVPD basis)
H -1.00717 0.05545 1.11460
H 0.01224 -0.42744 0.12582
H -3.10535 -0.68785 2.54656
H -2.53091 -1.33050 3.67101
H -1.63757 -0.37056 -3.05796
H -1.31374 -0.96086 -4.35042
H 1.36143 2.85586 0.37032
H 2.75187 2.69012 0.11422
H 1.89324 0.03838 -0.17386
H 2.88240 -0.50872 -1.03340
O -0.97429 -0.34745 0.25901
O -2.98643 -1.53784 2.84798
O -1.04243 -1.02641 -3.49525
O 2.21775 2.64408 0.84111
O 2.87210 0.09839 -0.36871
```

Record 2
Here is C26H50DyNOP3 as an isolated structure at a distorted geometry from OMol25. Energies are from the ωB97M-V functional and the def2-TZVPD basis.

Calculated values
Multiplicity: 6
Energy (eV): -83233.763
Charge: +3
HOMO (alpha / beta) (eV): -16.4845 / -16.4763
Orbital gap (alpha / beta) (eV): 7.967 / 8.157
Energy above the lowest of the compared OMol25 structures with the same formula, charge and spin (eV): 0.745

```
82
C26H50DyNOP3 (the ωB97M-V functional and the def2-TZVPD basis)
Dy 0.59478 0.34376 -0.13189
P 3.08578 1.05227 1.32435
P -0.74510 2.47894 -0.84359
P 2.71382 -0.25554 -2.34675
H -0.98263 -4.37432 0.45721
C 0.07344 -4.59304 0.21311
C 1.04993 -3.98290 0.89875
H 0.79592 -3.21115 1.64876
C 3.00452 1.55069 3.08229
C 3.40479 2.72641 0.61473
C 4.73249 0.22292 1.39523
C -2.43031 2.42571 -1.47969
C -0.95815 3.26775 0.77552
C 0.04720 3.72170 -1.87753
C 3.45100 -1.77891 -1.60558
C 4.16166 0.87695 -2.27055
C 2.80925 -0.62881 -4.13518
H 0.26825 -5.24881 -0.64624
H 2.13213 -4.09988 0.72839
H 2.92610 0.64205 3.68340
H 2.13679 2.19085 3.27261
H 3.92959 2.07124 3.35690
H 2.45150 3.27256 0.55275
H 3.83108 2.68548 -0.39321
H 4.07534 3.26531 1.29607
H 4.58299 -0.86716 1.37693
H 5.22767 0.46855 2.34800
H 5.39299 0.49885 0.56221
H -2.36745 2.47679 -2.57565
H -2.99235 3.25558 -1.04074
H -2.87795 1.44833 -1.21681
H -1.42963 4.24138 0.63845
H 0.03612 3.39084 1.22842
H -1.54834 2.63365 1.45050
H -0.64972 4.55805 -2.01636
H 0.26723 3.22977 -2.83663
H 0.98233 4.07357 -1.42145
H 4.14109 -2.31571 -2.28222
H 2.61150 -2.43141 -1.31249
H 3.99079 -1.46770 -0.69894
H 4.97696 0.62907 -2.96604
H 4.53127 0.81548 -1.24216
H 3.81348 1.90160 -2.44725
H 3.81223 -0.92191 -4.47909
H 2.50490 0.27817 -4.67694
H 2.10769 -1.44627 -4.34101
C -1.50168 -1.45662 -2.24080
C -2.38559 -0.70662 -3.00005
C -2.35448 -0.87471 -4.39284
C -1.56190 -1.88381 -4.95696
C -0.80633 -2.74255 -4.14642
C -0.80120 -2.53891 -2.75759
O -0.87696 -0.88690 -1.08484
H -1.44474 -0.63604 -0.24491
H -2.99079 0.06666 -2.54246
H -2.94169 -0.19921 -5.02503
H -1.52328 -2.03588 -6.04675
H -0.20748 -3.55121 -4.57160
H -0.18497 -3.15789 -2.10496
C -3.88375 0.75947 3.29625
N -4.27522 -0.53337 2.65767
C -5.72499 -0.56180 2.31558
C -3.36628 -0.91677 1.51664
C -1.97257 -0.91554 2.07924
C -1.62489 -1.56942 3.27255
C -0.51681 -1.12341 4.00057
C 0.25505 -0.05667 3.55830
C -0.00646 0.48212 2.28311
C -1.06399 -0.03842 1.50695
H -3.83055 1.51816 2.51064
H -2.90921 0.64378 3.78250
H -4.65589 1.02243 4.02935
H -4.13032 -1.25057 3.37823
H -5.93235 0.25350 1.61002
H -5.97445 -1.53609 1.87248
H -6.29860 -0.41302 3.24386
H -3.70055 -1.88830 1.13191
H -3.52597 -0.16824 0.72622
H -2.23465 -2.41454 3.61262
H -0.26653 -1.57714 4.95498
H 1.02574 0.39738 4.18469
H 0.52142 1.41936 1.97024
```

Record 3
Here is C23H26CdN8O5S3 as an isolated structure from OMol25. Energies are from the ωB97M-V functional and the def2-TZVPD basis.

Calculated values
Energy (eV): -83503.631
HOMO (eV): -7.1452
Orbital gap (eV): 6.657
Energy above the lowest of the compared OMol25 structures with the same formula, charge and spin (eV): 1.188

```
66
C23H26CdN8O5S3 (the ωB97M-V functional and the def2-TZVPD basis)
Cd 0.71953 -0.77373 -0.30438
N 3.65028 0.11977 2.96646
C 2.98191 -0.00012 1.81207
N 1.95287 -0.76312 1.65089
C 1.47850 -1.54252 2.69825
N 0.54662 -2.42229 2.56182
N -0.02210 -2.40230 1.30154
C -0.41403 -3.50443 0.81460
C -1.01722 -3.49674 -0.54216
C -1.45547 -4.66968 -1.12844
C -1.94500 -4.61622 -2.42822
C -1.98302 -3.39922 -3.08052
C -1.53832 -2.26652 -2.40588
N -1.07391 -2.31543 -1.16850
C 2.10610 -1.36732 4.01559
C 1.63770 -2.01122 5.16248
C 2.27273 -1.83084 6.37170
C 3.39497 -1.00269 6.45396
C 3.86993 -0.35368 5.33513
C 3.21577 -0.53566 4.11836
H 4.45627 0.72098 3.00379
H 3.33646 0.56158 0.95226
H -0.28816 -4.44715 1.34455
H -1.39800 -5.60391 -0.58585
H -2.27753 -5.51863 -2.92373
H -2.33210 -3.31770 -4.10011
H -1.52991 -1.28833 -2.87124
H 0.77091 -2.65020 5.07080
H 1.90475 -2.33007 7.25717
H 3.89567 -0.86382 7.40272
H 4.73632 0.29309 5.39371
O 2.97303 0.31088 -1.20218
S 2.57253 -0.48563 -2.39549
O 3.52481 -0.45508 -3.47594
O 1.21048 -0.01646 -2.80545
S 2.24560 -2.37718 -1.66359
C -3.14209 -0.69226 1.23528
N -3.03600 0.73541 1.01089
C -3.89171 1.50038 0.23591
C -3.41788 2.76059 0.23770
N -2.28167 2.74635 1.02148
C -2.02507 1.49754 1.48699
S -0.71586 1.04566 2.43716
H -4.17128 -0.99668 1.05715
H -2.85633 -0.91165 2.26197
H -2.47140 -1.22293 0.56213
H -4.75127 1.07489 -0.24805
H -3.79142 3.65225 -0.22974
H -1.63492 3.49937 1.17628
O 0.72172 2.18207 -0.89943
C -0.23824 1.64116 -1.63023
O -0.97537 0.79498 -1.14566
C -0.41336 2.23526 -3.00141
N 0.84866 2.80688 -3.44815
C 0.57327 3.89470 -4.40279
C -0.93830 4.16441 -4.28154
C -1.35076 3.44407 -2.99530
H -0.79527 1.44600 -3.65568
H 1.46521 2.08213 -3.79957
H 1.28452 2.67897 -1.54008
H 0.83986 3.60962 -5.42252
H 1.16282 4.77607 -4.14464
H -1.46844 3.72754 -5.12907
H -1.16998 5.22830 -4.26090
H -2.39963 3.15388 -2.97253
H -1.13879 4.06669 -2.12184
```

The lowest energy belongs to which entry? C23H26CdN8O5S3